The following is a quantum chemistry calculation of a structure of composition C4H6Br2S in a non-equilibrium geometry, from the OMol25 dataset.

ΔE to the lowest compared entry with this formula, charge and spin: 120.3 kcal/mol
HOMO (alpha / beta): -8.10 / -7.93 eV
E_LUMO (alpha / beta): -0.36 / -0.39 eV
HOMO-LUMO gap (alpha / beta): 7.739 / 7.539 eV
Calculated total energy: -155160.5491 eV

Last column: Mulliken charge in e.
CARTESIAN COORDINATES (ANGSTROEM)
H1 -0.67240 -1.47774 -2.70486  0.224
H2 2.57497 0.78124 -0.94488  0.148
C1 3.33312 0.01079 -0.78170  -0.323
C2 0.01912 0.70947 1.53887  -0.538
H3 3.37431 -0.57213 -1.69440  0.366
S1 -0.97461 0.61981 0.16980  0.004
C3 -0.22682 -0.39212 -2.39274  -0.231
H4 0.39574 0.14733 -3.12408  0.240
C4 -0.22569 0.29942 -1.28508  -0.176
H5 0.79276 0.00991 1.74476  0.162
H6 -0.40017 1.21977 2.36900  0.310
Br1 4.82223 1.08712 -0.20836  -0.106
Br2 2.79718 -1.26453 0.49940  -0.080

The following is a quantum chemistry calculation of a structure of composition C21H46NOP3RuS in a non-equilibrium geometry, from the OMol25 dataset.

Charge: +4
HOMO (alpha / beta): -19.87 / -19.75 eV
2S+1: 5
E_LUMO (alpha / beta): -12.93 / -15.59 eV
HOMO-LUMO gap (alpha / beta): 6.932 / 4.163 eV
Calculated total energy: -67299.0139 eV

Last column: Löwdin spin population.
CARTESIAN COORDINATES (ANGSTROEM)
H1 -2.15480 -0.00805 -6.33145  0.007
H2 -4.13776 0.91914 -1.12543  0.002
H3 -2.13431 -2.42832 -1.21498  0.001
H4 0.65676 1.69281 3.37900  0.000
H5 2.74695 0.58845 -2.25173  0.001
H6 -0.06041 0.32549 -1.48510  -0.009
H7 1.83646 -3.13551 1.97342  0.001
H8 2.87353 -2.42237 -3.51401  0.015
H9 1.87639 -3.81568 5.18523  0.000
H10 -3.34403 1.91887 0.08809  0.000
P1 -2.19049 -0.21943 -0.27057  0.102
H11 4.15865 1.03909 -1.27258  0.002
C1 -2.83068 -1.58169 -1.30457  0.012
C2 -2.99665 -0.78061 1.30519  0.053
H12 1.88158 3.62848 0.60759  0.000
H13 -3.95986 -0.26140 1.44374  0.007
C3 0.08525 0.42484 -3.87808  0.050
H14 -1.49615 4.33140 1.20192  0.006
C4 -1.53489 -1.58680 -5.02350  0.002
C5 -3.16894 1.23473 -0.74121  0.011
H15 2.86879 -0.82120 -5.67785  0.011
H16 -0.08833 4.05789 0.15339  0.000
C6 2.13541 -2.37909 -4.30389  0.284
H17 -0.61863 -1.39229 5.26719  0.000
N1 1.22368 -2.43559 3.84551  0.024
H18 1.58796 -3.32784 -4.51157  0.012
H19 0.89702 1.11163 -3.58410  -0.001
H20 -2.88184 -1.28514 -2.36200  0.001
H21 -3.83532 -1.89587 -0.96147  0.003
H22 2.73747 -3.75625 3.42851  0.000
H23 -1.28769 1.84320 -4.80876  0.001
S1 0.79569 -1.18868 -1.84071  0.339
H24 -1.68586 -1.23651 3.87095  0.000
H25 1.49187 3.32998 -1.09641  0.001
H26 3.02704 -0.02071 1.84912  0.000
C7 2.92873 1.04789 1.61987  0.053
C8 3.19981 0.51617 -1.25519  0.007
C9 2.26490 -2.89069 2.95084  0.002
C10 -0.70103 -1.90457 -3.96015  0.094
H27 -3.18090 -1.86004 1.26573  0.002
H28 2.97139 -2.07511 2.76496  0.001
H29 -0.64558 0.14214 4.38626  0.000
H30 1.26808 3.05076 2.41649  0.000
O1 0.58489 -1.05009 2.23843  0.120
H31 -2.23648 1.11158 3.12803  0.000
C11 -1.01215 3.61134 0.52546  0.035
H32 3.18327 3.36194 -0.55291  0.003
H33 -2.64532 1.79269 -1.51514  0.001
C12 0.36064 2.56482 2.78523  0.015
H34 -2.36847 -0.60635 2.18627  0.001
C13 2.04176 -1.43844 -5.26705  0.281
H35 3.38396 -0.54390 -1.05210  0.001
H36 -2.43100 2.87385 2.96586  0.002
P2 2.08560 1.25270 -0.00212  0.110
C14 -1.60982 -0.25110 -5.42155  0.159
Ru1 -0.02537 0.29748 0.18891  1.824
C15 -2.27945 1.93784 2.41007  0.012
C16 -0.93746 0.79303 -4.73614  0.036
H37 1.13711 -1.45188 -5.92052  0.010
H38 -2.20561 -2.35487 -5.41520  -0.001
P3 -0.72909 2.02405 1.40517  0.079
C17 2.16718 3.05512 -0.28153  0.013
C18 0.38536 -1.48088 3.40252  0.005
H39 -3.16850 1.77833 1.79163  0.000
H40 0.11950 -3.46106 5.30914  0.001
C19 1.11908 -3.03523 5.15302  0.004
H41 2.35035 1.49592 2.42926  0.000
H42 -0.53006 -2.93356 -3.61137  0.001
H43 -0.14709 3.27212 3.45323  0.002
H44 1.28994 -2.28625 5.93866  0.001
H45 -1.65646 3.45390 -0.34216  0.000
C20 -0.70828 -0.95107 4.27732  0.001
H46 3.90478 1.54712 1.61246  0.011
C21 -0.00212 -0.87267 -3.31057  0.181

The following is a quantum chemistry calculation of a cluster of 2 separate species, CH6ClNSi in total in a non-equilibrium geometry, from the OMol25 dataset.

ΔE to the lowest compared entry with this formula, charge and spin: 75.5 kcal/mol
HOMO: -9.93 eV
E_LUMO: -0.20 eV
HOMO-LUMO gap: 9.728 eV
SMILES: [H]/N=[SiH]/C.Cl
Calculated total energy: -23023.5547 eV

Last column: Mulliken charge in e.
CARTESIAN COORDINATES (ANGSTROEM)
H1 1.80666 0.45506 0.42099  0.373
H2 -0.43946 0.42371 1.24774  0.160
N1 1.15893 0.16935 -0.96964  -0.535
H3 -1.32391 -0.67854 -2.19614  -0.058
H4 1.88507 0.12390 -1.76977  0.220
Cl1 2.42766 0.34746 1.62464  -0.431
H5 -1.73400 -1.04521 1.16074  0.289
Si1 -0.37342 -0.29995 -0.90348  0.436
H6 -2.12454 0.60383 0.69400  0.307
C1 -1.28299 -0.09960 0.69092  -0.761

The following is a quantum chemistry calculation of a structure of composition C32H28AsF10N7O6Rb in a non-equilibrium geometry, from the OMol25 dataset.

Charge: -2
HOMO (alpha / beta): -2.17 / -2.17 eV
2S+1: 2
E_LUMO (alpha / beta): 2.53 / 1.66 eV
HOMO-LUMO gap (alpha / beta): 4.699 / 3.831 eV
Calculated total energy: -145025.0337 eV

Last column: Löwdin spin population.
CARTESIAN COORDINATES (ANGSTROEM)
C1 -4.40754 2.24328 -5.01345  0.000
H1 -6.34724 -0.67109 -0.75675  -0.001
C2 -3.63706 4.45307 2.75333  0.001
N1 -5.40769 -2.08965 4.05289  0.080
C3 -3.58496 1.91617 -3.78645  0.000
H2 1.86972 -2.48574 0.19252  0.000
C4 0.25389 5.12835 3.06050  0.000
C5 -5.91667 0.09174 3.65648  0.011
H3 -4.09374 -0.65925 -1.82369  0.001
C6 -3.38153 2.17448 -0.15754  0.000
H4 -0.14310 6.07960 3.37187  0.000
C7 -3.23615 -1.80477 1.08746  0.019
H5 -4.38715 1.90558 0.17814  0.000
O1 -3.88142 1.97878 -6.12695  0.000
H6 2.83273 -0.41493 0.07251  0.000
H7 3.70854 1.67777 1.05729  0.000
C8 -0.55074 4.08430 2.60881  0.000
H8 -4.97586 2.73117 -2.48190  0.000
H9 2.54911 -2.39568 3.68731  0.000
H10 3.08138 -0.71627 3.75827  0.000
C9 -0.05836 2.88513 2.18190  0.000
O2 -1.54044 0.91671 -5.72141  0.000
H11 -7.31100 2.99783 2.56432  -0.002
H12 -2.64890 1.60806 0.41159  0.000
C10 1.34724 2.55646 2.13083  0.000
C11 -4.43018 -1.78439 1.80543  0.010
C12 -5.22562 2.70265 2.96085  0.060
O3 -0.90921 -2.21959 1.15038  0.068
C13 3.11690 -1.62598 3.15994  0.000
F1 1.28685 -2.58061 -4.80760  0.000
H13 -2.45912 1.35032 -5.92351  0.000
C14 1.61061 4.84250 3.05751  0.000
O4 -4.96964 3.97793 2.58254  0.043
C15 -6.56584 2.28867 2.89877  -0.005
H14 4.17346 -1.96063 3.10759  0.000
F2 -0.94302 1.93039 1.79872  0.000
H15 -6.54578 -1.41644 1.59623  0.002
C16 -1.97301 -2.32724 1.70901  0.012
C17 -3.19672 1.89439 -1.60858  0.000
C18 -1.33992 0.75815 -4.43507  0.000
C19 2.33212 -2.65145 1.16182  0.000
N2 1.69471 1.37602 1.70176  0.000
F3 2.47251 5.79631 3.50379  0.000
C20 -5.58308 -1.38985 1.11472  0.015
H16 -1.21689 -3.44490 3.42635  0.004
H17 1.64744 -3.26435 1.75127  0.000
H18 4.31956 -0.63479 1.01311  0.000
H19 -3.66282 5.51048 2.50840  0.000
C21 3.23700 -0.39974 1.08770  0.000
F4 1.59481 -4.10427 -1.71248  0.000
H20 -3.35098 -3.37050 4.69423  -0.001
H21 -7.93391 0.66031 3.21810  0.001
H22 -3.21586 3.23146 0.05555  0.000
H23 -3.81785 -0.14913 4.06306  0.004
F5 0.89936 -4.86798 -3.94727  0.000
C22 -4.59507 0.52694 3.73363  0.064
C23 -5.47672 -0.98504 -0.19697  -0.006
C24 -2.37497 1.31876 -3.51434  0.000
H24 3.54514 1.00994 2.66608  0.000
F6 -1.90627 4.26944 2.60952  0.001
O5 -0.35283 0.20693 -3.99432  0.000
H25 3.25308 -3.23786 0.98218  0.000
H26 -3.20805 2.11170 3.44363  -0.002
N3 -3.13490 -1.39915 -0.17389  -0.004
F7 3.49988 3.51395 2.73555  0.000
As1 1.45647 -3.36386 -3.28676  0.000
C25 -3.26090 -2.94410 3.70332  -0.014
H27 -3.30161 4.32357 3.78468  0.001
N4 -4.08495 2.26590 -2.56306  0.000
C26 2.14079 3.64612 2.63721  0.000
O6 -5.51736 2.74367 -4.78136  0.000
F8 -0.20905 -2.95112 -2.86385  0.000
C27 -4.22289 -0.98505 -0.79747  0.017
F9 2.01953 -1.85811 -2.55719  0.000
C28 -4.42045 -2.23173 3.20521  0.154
C29 3.08696 1.00241 1.66613  0.000
C30 -6.90772 1.00079 3.25973  0.051
H28 -2.94243 3.93861 2.08021  0.001
N5 -2.15451 1.30930 -2.14997  0.000
N6 -6.32746 -1.19908 4.02396  0.340
Rb1 -0.01148 -0.81707 -1.46790  0.000
N7 2.53937 -1.40755 1.85974  0.000
C31 -2.10764 -2.98225 3.02378  0.080
C32 -4.24627 1.81651 3.38925  -0.004
F10 3.10100 -3.79058 -3.63427  0.000

The following is a quantum chemistry calculation of a structure of composition C16H27F6MnNO11S3Si in a non-equilibrium geometry, from the OMol25 dataset.

HOMO (alpha / beta): -9.83 / -9.98 eV
2S+1: 4
E_LUMO (alpha / beta): -2.86 / -1.56 eV
HOMO-LUMO gap (alpha / beta): 6.969 / 8.412 eV
Calculated total energy: -129056.4587 eV

Last column: Löwdin spin population.
CARTESIAN COORDINATES (ANGSTROEM)
C1 3.66728 -1.47817 0.83213  -0.004
H1 -2.18065 1.61569 2.96231  0.000
O1 -0.40195 0.56748 -3.63079  -0.028
H2 -3.82203 0.59615 1.59753  0.000
S1 1.58264 0.34533 -1.54720  -0.154
Si1 0.92845 0.15199 0.49437  -0.008
C2 -3.61609 -1.03464 -4.30096  0.001
O2 -2.54639 0.16311 -2.20590  0.028
C3 3.48483 2.62787 0.79867  -0.001
C4 2.23681 -3.32611 1.75291  0.000
Mn1 -0.60472 0.31810 -1.85433  3.156
H3 -1.76559 -1.89424 1.69297  0.000
H4 -3.44334 -0.55917 0.33324  0.000
C5 1.94214 3.27922 2.67507  0.000
O3 -1.36591 1.84800 -5.23498  0.001
C6 2.48642 -1.82560 1.73081  0.000
C7 2.03597 2.71328 1.26508  0.000
F1 -4.23105 -2.16801 -4.61706  0.000
O4 -0.72532 0.15296 0.25500  0.002
H5 3.53156 2.10243 -0.15519  -0.001
S2 -1.56741 -2.68244 -1.64170  0.003
O5 -1.85979 3.68746 -3.11690  0.002
H6 -1.43687 2.38386 1.55118  0.000
H7 2.04093 -3.68564 0.74227  0.000
C8 -1.02033 1.61796 -4.11746  0.008
C9 -1.63330 -0.98487 2.26725  0.000
H8 2.44387 2.61337 3.37822  0.000
H9 3.85159 -0.40075 0.85344  -0.001
O6 -0.59552 -1.63763 -1.98507  0.015
N1 -3.04770 -2.29637 -1.96041  0.002
H10 4.56304 -1.99891 1.16765  0.000
O7 -4.86123 -0.60623 -2.02326  0.002
H11 -0.66092 -1.02430 2.75484  0.000
C10 -3.12333 0.37011 0.79407  0.000
H12 1.61665 4.56076 0.25171  0.000
H13 0.89693 3.37449 2.97066  0.000
F2 -1.99603 -5.03323 -2.69831  0.000
H14 3.45103 -1.76834 -0.19757  -0.002
O8 1.51710 1.36041 1.37949  0.001
H15 -0.44869 1.42003 2.67007  0.000
H16 4.10056 2.09956 1.52882  0.000
C11 -1.73146 0.24671 1.37651  -0.001
H17 3.88757 3.63158 0.66396  0.000
C12 2.69685 -1.27842 3.13932  0.000
F3 -2.38204 -1.04937 -4.78393  0.001
O9 -0.87766 2.12741 -1.80491  -0.040
O10 1.28106 -1.24093 1.19403  0.001
H18 3.10685 -3.84487 2.15659  0.000
H19 0.17384 3.59524 0.59102  0.000
C13 -1.42223 1.49941 2.18957  0.000
H20 2.66800 -0.18870 3.11816  0.000
S3 -3.54124 -0.88876 -2.44992  0.006
H21 2.41284 4.26162 2.72159  0.000
H22 1.27170 3.11848 -0.70791  0.002
F4 0.06236 -4.37307 -2.78307  0.000
H23 -2.40708 -0.93127 3.03299  0.000
H24 1.91696 -1.63760 3.81208  0.000
C14 -1.31968 2.64103 -2.92908  0.006
H25 3.66551 -1.60340 3.52043  0.000
C15 -1.20198 -3.99446 -2.90067  0.000
H26 -3.17476 1.17764 0.06447  0.000
O11 -1.40253 -3.31482 -0.38164  0.002
F5 -1.41109 -3.50039 -4.11614  0.000
F6 -4.28417 -0.01207 -4.79774  0.000
C16 1.22002 3.54622 0.28944  0.002
H27 1.36872 -3.55213 2.37221  0.000

> What is the calculated total energy in the first record?

-155160.5491 eV